1.
Here is 4 unconnected molecules or ions with the total composition CH12N2O3 in a non-equilibrium geometry from the OMol25 dataset. Energies are from wB97M-V/def2-TZVPD.

**Relative energy (zero: lowest compared OMol25 entry of this formula, charge and spin)**: 52.4 kJ/mol
**HOMO**: -10.1008 eV
**E_LUMO**: 0.4667 eV

The geometry in ORCA input format:
```
! wB97M-V def2-TZVPD RIJCOSX def2/J DEFGRID3
* xyz 0 1
N 0.954 -0.186 -0.452
C 0.506 -1.012 0.711
N 1.720 -1.448 1.396
H 1.679 -0.721 -0.913
H 0.221 -0.106 -1.147
H -0.067 -0.354 1.359
H -0.012 -1.904 0.364
H 1.555 -2.330 1.857
H 1.958 -0.754 2.089
O 3.213 3.224 -1.313
H 2.292 2.978 -1.166
H 3.589 3.309 -0.432
O 0.788 2.243 1.116
H 0.911 1.453 0.547
H -0.106 2.569 0.992
O -6.775 -2.409 -1.721
H -6.081 -2.407 -2.386
H -6.345 -2.145 -0.902
*
```

=====

2.
Here is 5 unconnected molecules or ions with the total composition CH12N2O5 in a non-equilibrium geometry from the OMol25 dataset. Energies are from wB97M-V/def2-TZVPD.

**Relative energy (zero: lowest compared OMol25 entry of this formula, charge and spin)**: 181.3 kJ/mol
**HOMO**: -10.2450 eV
**E_LUMO**: 0.5030 eV

The geometry in ORCA input format:
```
! wB97M-V def2-TZVPD RIJCOSX def2/J DEFGRID3
* xyz 0 1
N -0.464 -1.682 1.297
C -0.899 -0.701 0.385
N -1.968 0.104 0.759
O -0.352 -0.653 -0.739
H 0.062 -2.344 1.070
H -1.033 -1.953 2.057
H -2.254 -0.070 1.733
H -1.994 1.092 0.644
O 1.135 1.843 2.365
H 1.475 2.358 1.710
H 1.453 0.887 2.241
O 1.529 -2.333 -0.142
H 0.946 -2.010 -0.782
H 2.330 -2.267 -0.658
O 0.631 2.110 -0.691
H 1.442 2.192 -1.208
H 0.321 1.618 -1.541
O -0.405 0.917 -2.836
H -0.847 0.257 -2.299
H 0.217 0.418 -3.320
*
```

=====

3.
Here is 4 unconnected molecules or ions with the total composition CH12NO3 in a non-equilibrium geometry from the OMol25 dataset. Energies are from wB97M-V/def2-TZVPD.

**Relative energy (zero: lowest compared OMol25 entry of this formula, charge and spin)**: 69.7 kJ/mol
**HOMO**: -14.4831 eV
**E_LUMO**: -3.0118 eV

The geometry in ORCA input format:
```
! wB97M-V def2-TZVPD RIJCOSX def2/J DEFGRID3
* xyz 1 1
C -0.708 -0.524 0.695
N 0.645 -0.119 1.228
H -0.810 -1.593 0.816
H -0.721 -0.174 -0.327
H -1.397 0.070 1.291
H 1.309 -0.929 1.098
H 1.124 0.579 0.636
H 0.727 0.162 2.202
H 2.351 -2.833 0.317
H 1.805 -3.276 1.673
O 1.622 -2.688 0.926
H 0.550 1.839 -1.485
H 1.812 2.479 -0.977
O 1.144 1.832 -0.727
H -3.704 1.359 -2.116
H -2.911 2.067 -3.068
O -2.838 1.751 -2.181
*
```

=====

4.
Here is a molecular structure, CH12NO5 in a non-equilibrium geometry from the OMol25 dataset. Energies are from wB97M-V/def2-TZVPD.

**Relative energy (zero: lowest compared OMol25 entry of this formula, charge and spin)**: 72.5 kJ/mol
**HOMO**: -4.4126 eV
**E_LUMO**: 3.7760 eV

The geometry in ORCA input format:
```
! wB97M-V def2-TZVPD RIJCOSX def2/J DEFGRID3
* xyz -1 1
N 0.016 -2.109 0.974
C 0.221 -0.889 1.892
O 1.448 -0.378 1.674
H -0.388 -2.851 1.553
H 0.908 -2.472 0.651
H -0.601 -0.238 1.555
H 0.182 -1.241 2.961
H 1.537 0.835 1.403
H 2.336 2.071 0.664
O 1.518 2.001 1.193
H 0.111 3.489 -0.722
H 0.145 2.335 0.310
O -0.292 2.634 -0.541
H -0.674 0.911 -2.453
H -2.096 0.353 -3.030
O -1.148 0.315 -3.046
H -1.370 -1.161 -1.953
H -0.899 -1.769 -0.719
O -1.511 -2.006 -1.469
*
```

=====

5.
Here is 5 unconnected molecules or ions with the total composition CH12O5 in a non-equilibrium geometry from the OMol25 dataset. Energies are from wB97M-V/def2-TZVPD.

**Relative energy (zero: lowest compared OMol25 entry of this formula, charge and spin)**: 62.9 kJ/mol
**HOMO**: -10.6807 eV
**E_LUMO**: 0.1580 eV

The geometry in ORCA input format:
```
! wB97M-V def2-TZVPD RIJCOSX def2/J DEFGRID3
* xyz 0 1
C -0.632 -0.281 -1.390
O 0.304 0.059 -0.388
H -1.088 -1.266 -1.191
H -1.491 0.388 -1.349
H -0.194 -0.329 -2.385
H 1.182 -0.231 -0.686
O -3.159 -2.102 0.670
H -2.242 -1.935 0.427
H -3.173 -2.042 1.631
O 2.658 -0.968 -1.661
H 3.162 -1.538 -1.069
H 2.545 -1.482 -2.469
O 0.573 0.926 2.340
H 0.618 0.628 1.417
H 0.081 0.235 2.794
O 0.249 3.502 0.755
H 0.463 3.879 1.614
H 0.145 2.559 0.942
*
```

=====

6.
Here is 6 unconnected molecules or ions with the total composition CH12O6 in a non-equilibrium geometry from the OMol25 dataset. Energies are from wB97M-V/def2-TZVPD.

**Relative energy (zero: lowest compared OMol25 entry of this formula, charge and spin)**: 241.7 kJ/mol
**HOMO**: -10.5832 eV
**E_LUMO**: 0.4830 eV

The geometry in ORCA input format:
```
! wB97M-V def2-TZVPD RIJCOSX def2/J DEFGRID3
* xyz 0 1
C 0.669 2.601 -0.073
O 1.115 1.500 -0.270
H 0.840 3.444 -0.665
H 0.093 2.760 0.946
O -1.673 0.776 -1.348
H -1.431 0.766 -0.447
H -2.575 0.483 -1.463
O 1.819 -1.330 -0.287
H 2.126 -1.357 0.626
H 1.278 -1.197 -1.129
O 0.357 -0.816 1.944
H 0.800 -0.979 1.090
H 0.925 -1.086 2.643
O 0.721 -0.612 -2.658
H -0.133 -0.076 -2.468
H 1.380 0.091 -2.223
O -2.238 -1.441 1.699
H -2.832 -1.987 2.185
H -1.242 -1.538 1.899
*
```

=====

7.
Here is a molecular structure, CH12O7 in a non-equilibrium geometry from the OMol25 dataset. Energies are from wB97M-V/def2-TZVPD.

**Relative energy (zero: lowest compared OMol25 entry of this formula, charge and spin)**: 196.3 kJ/mol
**HOMO**: -10.2383 eV
**E_LUMO**: 0.1952 eV

The geometry in ORCA input format:
```
! wB97M-V def2-TZVPD RIJCOSX def2/J DEFGRID3
* xyz 0 1
H -0.396 0.355 0.155
O -0.672 0.340 1.423
O -0.212 0.496 -1.168
H -1.621 0.665 1.280
H -0.571 -0.706 1.395
C 0.514 -0.301 -1.877
H 0.606 -0.102 -2.870
O 1.016 -1.253 -1.282
O 0.791 2.348 0.502
H -0.064 2.141 0.348
H 1.383 2.291 -0.306
O -2.703 1.127 -0.268
H -3.392 1.679 -0.452
H -2.521 0.875 -1.151
O -0.006 -2.255 1.014
H 1.030 -2.267 0.890
H -0.225 -2.226 0.116
O 2.400 -1.534 0.763
H 2.424 -0.794 1.499
H 2.220 -0.879 -0.011
*
```

=====

8.
Here is 6 unconnected molecules or ions with the total composition CH12O7 in a non-equilibrium geometry from the OMol25 dataset. Energies are from wB97M-V/def2-TZVPD.

**Relative energy (zero: lowest compared OMol25 entry of this formula, charge and spin)**: 926.0 kJ/mol
**HOMO**: -10.2208 eV
**E_LUMO**: -6.7466 eV

The geometry in ORCA input format:
```
! wB97M-V def2-TZVPD RIJCOSX def2/J DEFGRID3
* xyz 0 1
O 0.092 -1.735 0.985
C 0.761 -2.027 -0.346
O 1.576 -1.107 -0.878
H 1.200 -3.010 -0.021
H -0.016 -2.269 -1.112
H -2.163 0.719 2.467
H -0.721 1.963 0.930
O -1.399 0.800 1.882
H -0.197 2.545 -0.572
H 2.051 0.591 1.674
O -0.097 2.449 0.394
H -0.082 0.189 -3.251
H 0.711 -0.234 -1.837
O 0.047 0.423 -2.288
H 2.383 -0.291 0.392
H -0.353 -0.818 0.952
O 2.725 -0.020 1.341
H -1.960 0.528 -1.034
H -1.994 0.690 0.576
O -2.564 0.613 -0.254
*
```